{
  "formula": "C23H22N2O2",
  "method": "ωB97M-V/def2-TZVPD",
  "energy_ha": -1149.541943,
  "smiles": "CCCCCn1nc(C(=O)Oc2cccc3ccccc23)c2ccccc21",
  "homo_ev": -7.877,
  "e_above_lowest_kcal_mol": 91.5,
  "multiplicity": 1,
  "gap_ha": 0.28689,
  "species": ["O", "N", "O", "C", "C", "C", "C", "C", "C", "C", "C", "C", "C", "C", "C", "C", "C", "C", "C", "C", "C", "N", "C", "C", "C", "C", "C", "H", "H", "H", "H", "H", "H", "H", "H", "H", "H", "H", "H", "H", "H", "H", "H", "H", "H", "H", "H", "H", "H"],
  "coordinates": [[1.426, -3.213, -0.646], [1.207, -0.254, 1.001], [-0.156, -3.138, 0.975], [0.730, -2.585, 0.110], [0.991, -1.137, 0.013], [1.337, 0.291, -3.546], [1.334, 1.621, -3.163], [1.245, -0.769, -2.575], [1.497, 1.915, -1.814], [-3.700, -1.084, 3.867], [-3.322, -2.525, -0.770], [-2.331, -1.378, 4.059], [-2.023, -2.943, -0.623], [1.162, -0.394, -1.249], [1.302, 0.912, -0.904], [-4.192, -1.275, 2.586], [-4.044, -1.835, 0.292], [-1.550, -1.854, 2.974], [-1.386, -2.680, 0.627], [-3.444, -1.742, 1.523], [-2.143, -2.088, 1.769], [1.329, 0.962, 0.439], [4.812, 5.566, 1.606], [1.745, 2.147, 1.165], [3.829, 4.608, 0.945], [3.318, 2.171, 1.038], [3.975, 3.309, 1.703], [1.201, 0.092, -4.581], [1.308, 2.424, -3.890], [1.096, -1.841, -2.826], [1.503, 2.932, -1.598], [-4.279, -0.754, 4.719], [-3.764, -2.749, -1.698], [-1.787, -0.959, 4.955], [-1.645, -3.740, -1.312], [-5.214, -1.054, 2.357], [-5.118, -1.409, 0.268], [-0.499, -1.942, 3.064], [5.789, 5.400, 1.389], [4.539, 6.621, 1.284], [4.734, 5.545, 2.659], [1.290, 2.007, 2.116], [1.285, 3.037, 0.706], [4.096, 4.591, -0.111], [2.821, 5.031, 1.177], [3.526, 2.232, -0.019], [3.677, 1.221, 1.351], [3.416, 3.464, 2.625], [5.006, 3.171, 1.892]]
}

=====

{
  "formula": "C65H171N15O20",
  "method": "ωB97M-V/def2-TZVPD",
  "energy_ha": -4904.570897,
  "homo_ev": -8.259,
  "e_above_lowest_kcal_mol": 0.0,
  "multiplicity": 1,
  "gap_ha": 0.31389,
  "species": ["C", "C", "C", "O", "C", "N", "H", "H", "H", "H", "H", "H", "H", "H", "H", "H", "H", "C", "C", "C", "O", "C", "N", "H", "H", "H", "H", "H", "H", "H", "H", "H", "H", "H", "C", "C", "C", "O", "C", "N", "H", "H", "H", "H", "H", "H", "H", "H", "H", "H", "H", "C", "C", "C", "O", "C", "N", "H", "H", "H", "H", "H", "H", "H", "H", "H", "H", "H", "C", "C", "C", "O", "C", "N", "H", "H", "H", "H", "H", "H", "H", "H", "H", "H", "H", "C", "C", "C", "O", "C", "N", "H", "H", "H", "H", "H", "H", "H", "H", "H", "H", "H", "C", "C", "C", "O", "C", "N", "H", "H", "H", "H", "H", "H", "H", "H", "H", "H", "H", "C", "O", "C", "C", "N", "C", "C", "O", "C", "H", "H", "H", "H", "H", "H", "H", "H", "H", "H", "H", "H", "H", "H", "H", "C", "O", "C", "C", "N", "C", "C", "O", "C", "H", "H", "H", "H", "H", "H", "H", "H", "H", "H", "H", "H", "H", "H", "H", "C", "O", "C", "C", "N", "C", "C", "O", "C", "H", "H", "H", "H", "H", "H", "H", "H", "H", "H", "H", "H", "H", "H", "H", "C", "O", "C", "C", "N", "C", "C", "O", "C", "H", "H", "H", "H", "H", "H", "H", "H", "H", "H", "H", "H", "H", "H", "H", "C", "O", "C", "C", "N", "C", "C", "O", "C", "H", "H", "H", "H", "H", "H", "H", "H", "H", "H", "H", "H", "H", "H", "H", "C", "O", "C", "C", "N", "C", "C", "O", "C", "H", "H", "H", "H", "H", "H", "H", "H", "H", "H", "H", "H", "H", "H", "H", "C", "O", "N", "N", "H", "H", "H", "H"],
  "coordinates": [[-0.579, 5.977, 3.308], [0.662, 6.360, 2.590], [0.394, 7.304, 1.357], [-0.320, 6.606, 0.325], [-0.353, 7.456, -0.779], [1.593, 6.819, 3.575], [-1.397, 6.696, 3.351], [-0.528, 5.600, 4.330], [-1.009, 5.375, 2.508], [1.072, 5.425, 2.208], [1.351, 7.706, 1.026], [-0.241, 8.115, 1.713], [-0.978, 7.058, -1.578], [0.610, 7.713, -1.221], [-0.604, 8.473, -0.476], [2.462, 6.841, 3.061], [1.820, 6.017, 4.145], [4.544, 5.580, 3.381], [4.800, 6.636, 2.366], [4.177, 6.235, 1.007], [4.764, 5.194, 0.284], [4.292, 3.815, 0.481], [4.252, 7.910, 2.829], [3.541, 5.160, 3.306], [4.873, 5.917, 4.363], [5.314, 4.884, 3.049], [5.859, 6.769, 2.144], [4.472, 7.097, 0.409], [3.102, 6.054, 1.010], [4.802, 3.333, 1.314], [4.218, 3.220, -0.430], [3.267, 3.667, 0.821], [4.412, 8.054, 3.816], [4.774, 8.688, 2.451], [-3.569, 3.277, 0.349], [-2.735, 2.137, 0.886], [-3.103, 1.824, 2.351], [-4.444, 1.435, 2.474], [-4.882, 0.895, 3.707], [-3.125, 1.075, 0.018], [-3.080, 4.214, 0.616], [-4.580, 3.314, 0.754], [-3.599, 3.131, -0.731], [-1.688, 2.428, 0.808], [-3.079, 2.717, 2.976], [-2.492, 0.980, 2.673], [-5.972, 0.887, 3.696], [-4.514, 1.511, 4.527], [-4.424, -0.094, 3.747], [-3.965, 0.789, 0.501], [-2.437, 0.336, 0.015], [6.911, 3.261, -3.628], [6.922, 1.829, -3.045], [5.466, 1.281, -2.672], [5.570, -0.137, -2.513], [4.474, -0.853, -2.133], [7.475, 0.994, -4.106], [7.873, 3.732, -3.831], [6.383, 3.994, -3.018], [6.344, 3.299, -4.557], [7.572, 1.722, -2.177], [4.744, 1.483, -3.463], [5.044, 1.790, -1.806], [4.066, -0.222, -1.344], [4.811, -1.823, -1.767], [3.708, -0.942, -2.903], [7.179, 0.038, -3.975], [7.026, 1.269, -4.968], [2.588, -4.029, -0.874], [3.697, -4.522, 0.080], [4.143, -3.520, 1.142], [5.318, -4.034, 1.810], [5.632, -3.221, 2.896], [3.078, -5.626, 0.792], [2.397, -4.780, -1.641], [2.830, -3.113, -1.414], [1.592, -3.958, -0.438], [4.547, -4.887, -0.495], [3.248, -3.405, 1.754], [4.344, -2.558, 0.670], [4.882, -3.084, 3.675], [5.882, -2.236, 2.501], [6.565, -3.618, 3.295], [2.304, -5.271, 1.334], [3.753, -5.820, 1.518], [-2.221, -2.721, -3.044], [-1.508, -4.065, -3.068], [0.014, -3.910, -3.376], [0.292, -3.036, -4.444], [1.642, -3.254, -4.948], [-1.702, -4.609, -1.798], [-3.254, -3.066, -2.988], [-2.040, -2.135, -3.946], [-1.960, -2.005, -2.266], [-2.025, -4.682, -3.802], [0.322, -4.920, -3.646], [0.606, -3.655, -2.497], [2.050, -4.253, -5.100], [2.313, -2.725, -4.270], [1.518, -2.807, -5.934], [-1.755, -3.841, -1.144], [-0.950, -5.221, -1.516], [0.140, 2.546, 3.126], [0.705, 1.280, 3.745], [2.223, 1.165, 3.488], [2.425, 0.699, 2.165], [3.791, 0.287, 1.983], [0.395, 1.306, 5.137], [0.853, 3.370, 3.112], [-0.825, 2.890, 3.497], [0.068, 2.418, 2.046], [0.259, 0.376, 3.330], [2.725, 0.636, 4.297], [2.748, 2.119, 3.544], [3.951, -0.051, 0.959], [4.124, -0.405, 2.756], [4.423, 1.175, 1.968], [0.836, 0.493, 5.540], [-0.576, 1.035, 5.203], [1.022, 4.368, -1.023], [1.416, 3.249, -1.804], [0.688, 2.063, -1.347], [1.257, 0.819, -1.993], [0.503, -0.362, -1.512], [0.664, -0.571, -0.101], [-0.220, -1.762, 0.377], [-1.573, -1.284, 0.370], [-2.480, -2.196, 0.859], [1.368, 4.287, 0.008], [-0.046, 4.582, -1.066], [1.667, 5.210, -1.275], [-0.375, 2.135, -1.577], [0.752, 2.005, -0.260], [2.311, 0.669, -1.762], [1.176, 0.794, -3.080], [-0.452, -0.428, -1.834], [0.518, 0.332, 0.492], [1.722, -0.822, -0.019], [0.160, -2.032, 1.363], [-0.058, -2.643, -0.244], [-3.518, -1.866, 0.811], [-2.186, -2.648, 1.806], [-2.524, -2.969, 0.092], [-3.453, -6.167, 5.702], [-2.891, -4.979, 5.269], [-3.758, -4.121, 4.549], [-5.038, -3.580, 5.263], [-6.248, -4.444, 5.325], [-6.917, -4.695, 4.074], [-7.504, -6.146, 3.801], [-6.527, -7.135, 4.138], [-6.910, -8.499, 4.088], [-2.728, -6.913, 6.026], [-3.965, -6.510, 4.802], [-4.086, -5.878, 6.541], [-4.089, -4.735, 3.711], [-3.206, -3.313, 4.069], [-5.280, -2.708, 4.655], [-4.809, -3.273, 6.284], [-5.992, -5.392, 5.562], [-6.205, -4.652, 3.250], [-7.635, -3.899, 3.877], [-7.871, -6.237, 2.779], [-8.354, -6.311, 4.463], [-7.299, -8.757, 3.103], [-7.687, -8.661, 4.835], [-5.982, -9.051, 4.241], [-8.072, -3.967, -6.585], [-7.684, -4.596, -5.363], [-8.579, -5.580, -5.021], [-8.111, -6.275, -3.694], [-7.396, -5.425, -2.750], [-6.143, -6.151, -2.385], [-5.424, -5.056, -1.621], [-6.129, -4.787, -0.376], [-5.381, -3.901, 0.459], [-8.971, -3.363, -6.461], [-8.107, -4.529, -7.518], [-7.346, -3.169, -6.745], [-8.746, -6.312, -5.811], [-9.497, -5.047, -4.773], [-7.658, -7.259, -3.818], [-8.961, -6.671, -3.138], [-7.192, -4.638, -3.348], [-5.556, -6.266, -3.297], [-6.211, -7.112, -1.874], [-5.133, -4.211, -2.246], [-4.469, -5.422, -1.243], [-4.562, -4.440, 0.937], [-5.993, -3.509, 1.271], [-5.047, -2.988, -0.032], [-2.691, -0.332, -7.971], [-1.708, 0.554, -7.311], [-1.505, 0.098, -5.960], [-0.219, 0.610, -5.352], [-0.150, 2.050, -5.124], [-1.391, 2.522, -4.520], [-1.314, 4.047, -4.270], [-1.883, 4.802, -5.258], [-1.182, 4.925, -6.510], [-3.603, -0.291, -7.376], [-2.244, -1.325, -8.023], [-2.919, -0.097, -9.011], [-1.589, -0.989, -5.937], [-2.415, 0.339, -5.411], [0.690, 0.557, -5.951], [-0.116, -0.007, -4.459], [0.183, 2.505, -5.962], [-1.740, 1.996, -3.631], [-2.223, 2.467, -5.222], [-0.302, 4.407, -4.086], [-1.921, 4.351, -3.418], [-1.236, 3.980, -7.052], [-0.111, 5.084, -6.385], [-1.611, 5.712, -7.129], [4.128, 7.566, -4.435], [4.038, 6.208, -4.712], [2.801, 5.601, -4.351], [2.656, 4.109, -4.756], [2.950, 4.047, -6.222], [2.993, 2.669, -6.690], [3.425, 2.575, -8.162], [4.611, 3.376, -8.373], [4.770, 3.479, -9.789], [4.208, 7.592, -3.348], [3.234, 8.103, -4.753], [5.103, 7.984, -4.685], [1.964, 6.148, -4.784], [2.731, 5.744, -3.273], [1.637, 3.886, -4.440], [3.132, 3.370, -4.111], [3.854, 4.487, -6.326], [2.003, 2.245, -6.520], [3.774, 2.186, -6.103], [2.596, 2.771, -8.842], [3.640, 1.519, -8.323], [3.897, 3.965, -10.223], [4.898, 2.452, -10.131], [5.639, 4.088, -10.038], [2.047, -0.800, 12.257], [1.100, -1.072, 11.129], [0.678, 0.141, 10.375], [1.542, 0.568, 9.247], [1.823, -0.509, 8.323], [2.776, -0.171, 7.222], [2.792, -1.247, 6.200], [1.600, -1.401, 5.485], [1.466, -2.492, 4.652], [2.685, -1.684, 12.291], [1.554, -0.664, 13.219], [2.753, 0.025, 12.161], [0.456, 0.951, 11.071], [-0.229, -0.212, 9.884], [2.460, 1.045, 9.590], [0.981, 1.281, 8.644], [1.442, -1.420, 8.531], [3.753, -0.097, 7.701], [2.611, 0.761, 6.681], [3.016, -2.176, 6.725], [3.603, -1.044, 5.500], [2.267, -2.650, 3.930], [0.649, -2.502, 3.931], [1.281, -3.384, 5.249], [-0.111, -5.513, 2.289], [0.557, -4.576, 2.232], [-0.077, -6.413, 1.331], [-0.939, -5.832, 3.259], [0.441, -6.236, 0.482], [-0.567, -7.269, 1.547], [-1.414, -6.722, 3.194], [-1.169, -5.099, 3.915]]
}